w.
Entry from the Open Molecules 2025 dataset: an isolated molecule of C4H10O (the ωB97M-V functional and the def2-TZVPD basis).

Computed properties:
HOMO = -10.09 eV
Kohn-Sham gap = 11.067 eV
LUMO energy = 0.98 eV

Cartesian coordinates (Å):
C: 1.9415 -0.0304 0.0272
C: 0.6605 -0.4849 -0.6641
C: -0.5983 0.4049 -0.5178
C: -1.7389 -0.4146 0.0685
O: -0.3247 1.5316 0.3039
H: 1.7840 0.2422 1.0750
H: 2.3819 0.8329 -0.4763
H: 2.6615 -0.8569 -0.0068
H: 0.8512 -0.6055 -1.7344
H: 0.4362 -1.4952 -0.3022
H: -0.8958 0.7480 -1.5206
H: -1.8543 -1.3392 -0.5070
H: -1.4654 -0.6519 1.1028
H: -2.6997 0.1181 0.0597
H: -1.1746 1.9451 0.5097

---

x.
Entry from the Open Molecules 2025 dataset: C4H10O as an isolated structure (the ωB97M-V functional and the def2-TZVPD basis).

Computed properties:
HOMO = -7.39 eV
Kohn-Sham gap = 8.485 eV
LUMO energy = 1.09 eV

Cartesian coordinates (Å):
C: 0.4643 1.9278 0.0640
O: 0.6831 0.7328 0.6036
C: 0.0609 -0.3469 0.1969
C: -0.2718 -0.4753 -1.2587
C: 0.3446 -1.5641 1.0227
H: -1.3205 1.4975 0.4472
H: 0.3456 1.9850 -1.0136
H: 1.0051 2.7122 0.5791
H: -1.5118 0.7122 0.5742
H: 0.6420 -0.3652 -1.8676
H: -0.9821 0.2868 -1.5969
H: -0.7010 -1.4604 -1.4607
H: -0.5379 -2.2112 1.0601
H: 0.6079 -1.2721 2.0428
H: 1.1716 -2.1593 0.6069

---

The least stable of them is x.

---

w.
Entry from the Open Molecules 2025 dataset: an isolated molecule of C4H10O (the ωB97M-V functional and the def2-TZVPD basis).

Computed properties:
HOMO = -10.23 eV
Kohn-Sham gap = 11.042 eV
LUMO energy = 0.81 eV

Cartesian coordinates (Å):
C: 1.5721 0.1074 -0.5336
C: 0.7878 0.0437 0.7014
C: -0.6928 0.2069 0.4093
C: -1.3006 -0.9845 -0.2594
O: -1.0225 1.3511 -0.3898
H: 2.6478 -0.1661 -0.4281
H: 1.3934 1.0806 -1.0364
H: 1.2266 -0.6632 -1.3327
H: 1.1363 0.8880 1.3453
H: 1.0043 -0.8172 1.2602
H: -1.2592 0.3181 1.4116
H: -2.3881 -0.7425 -0.4001
H: -0.9198 -0.9109 -1.2902
H: -1.0612 -1.9030 0.2317
H: -1.1243 2.1914 0.3107

---

x.
Entry from the Open Molecules 2025 dataset: a 3-piece molecular cluster, C4H10O overall (the ωB97M-V functional and the def2-TZVPD basis).

Computed properties:
HOMO = -9.89 eV
Kohn-Sham gap = 10.982 eV
LUMO energy = 1.10 eV

Cartesian coordinates (Å):
H: -2.5667 1.2932 0.6916
H: -2.1065 0.8654 1.0941
C: 0.9190 -1.9787 0.3073
C: -0.3246 -1.1920 0.6286
O: -0.4932 -0.6165 1.6786
H: 1.1677 -1.9161 -0.7562
H: 1.7508 -1.6217 0.9192
H: 0.7382 -3.0342 0.5461
H: -1.1105 -1.1817 -0.1548
C: -0.3255 1.6462 -1.4276
C: 0.8349 1.1370 -1.0289
H: -0.7536 1.4111 -2.3991
H: -0.8983 2.3164 -0.7925
H: 1.4130 0.4659 -1.6607
H: 1.2513 1.3673 -0.0509

---

y.
Entry from the Open Molecules 2025 dataset: C4H10O as an isolated structure (the ωB97M-V functional and the def2-TZVPD basis).

Computed properties:
HOMO = -6.65 eV
Kohn-Sham gap = 7.632 eV
LUMO energy = 0.98 eV

Cartesian coordinates (Å):
C: -0.9339 -0.6905 -1.2845
O: -0.4869 0.3001 -0.3700
C: 0.5989 -0.1294 0.6424
C: 0.8231 1.3271 -0.7819
C: -0.1061 -0.3815 1.9511
H: -1.7883 -0.2967 -1.8414
H: -1.2355 -1.5663 -0.7023
H: -0.1321 -0.9685 -1.9826
H: 0.9985 -1.0713 0.2353
H: 0.8307 2.1630 -0.0931
H: 0.3399 1.6126 -1.7377
H: 1.8235 0.9509 -0.9792
H: 0.5950 -0.8407 2.6592
H: -0.9736 -1.0621 1.8567
H: -0.4710 0.5454 2.4100

---

The least stable of them is y.

---

w.
Entry from the Open Molecules 2025 dataset: a 2-piece molecular cluster, C4H10O overall (the ωB97M-V functional and the def2-TZVPD basis).

Computed properties:
HOMO = -9.15 eV
Kohn-Sham gap = 10.039 eV
LUMO energy = 0.89 eV

Cartesian coordinates (Å):
C: -0.6777 1.6117 -0.0306
C: 0.3055 0.9321 0.5466
C: 0.2004 0.3182 1.9066
H: -0.5275 2.1849 -0.9429
H: -1.6752 1.6194 0.4064
H: 1.2728 0.8403 0.0529
H: 0.7838 0.9531 2.5819
H: -0.8379 0.3119 2.2549
H: 0.5986 -0.6989 1.9649
C: -0.1126 -1.1805 -1.7054
O: 0.4935 -1.4113 -0.4515
H: -0.7593 -2.0151 -1.9994
H: 0.6220 -0.9804 -2.4990
H: -0.7287 -0.2854 -1.5927
H: 1.0423 -2.2000 -0.4927

---

x.
Entry from the Open Molecules 2025 dataset: an isolated molecule of C4H10O (the ωB97M-V functional and the def2-TZVPD basis).

Computed properties:
HOMO = -10.25 eV
Kohn-Sham gap = 11.193 eV
LUMO energy = 0.94 eV

Cartesian coordinates (Å):
C: -2.0907 -0.0391 -0.4714
C: -0.7645 -0.1349 0.2314
C: 0.5520 0.0114 -0.5345
C: 1.8169 0.3298 0.2647
O: 2.5051 -0.5825 1.2138
H: -2.2885 0.7126 -1.1937
H: -3.0062 0.3391 0.1919
H: -2.3587 -1.0781 -0.8102
H: -0.8613 0.8220 0.8044
H: -0.7962 -1.0848 0.8579
H: 0.8312 -0.8335 -1.0900
H: 0.1999 0.6834 -1.4091
H: 1.8417 1.3377 0.7461
H: 2.5813 0.5637 -0.5803
H: 1.8381 -1.0467 1.7790

---

y.
Entry from the Open Molecules 2025 dataset: a 2-piece molecular cluster, C4H10O overall (the ωB97M-V functional and the def2-TZVPD basis).

Computed properties:
HOMO = -9.25 eV
Kohn-Sham gap = 10.292 eV
LUMO energy = 1.04 eV

Cartesian coordinates (Å):
C: 0.6351 1.3153 -1.3532
C: 0.5892 -0.0785 -0.7753
C: 0.7895 -0.3515 0.5075
C: 0.2708 -1.6391 1.1085
H: 0.7890 1.3113 -2.4334
H: -0.3098 1.8500 -1.2336
H: 1.4196 1.8604 -0.8342
H: 0.3261 -0.8659 -1.4806
H: 1.3834 0.3195 1.1170
H: -0.7591 -1.8177 0.8035
H: 0.2857 -1.6889 2.1925
H: 0.8784 -2.4545 0.7249
O: -2.2006 1.1046 0.7024
H: -2.7419 0.3183 0.6256
H: -1.3554 0.8167 0.3283

---

The least stable of them is x.

---

w.
Entry from the Open Molecules 2025 dataset: C4H10O as an isolated structure (the ωB97M-V functional and the def2-TZVPD basis).

Computed properties:
HOMO = -8.91 eV
Kohn-Sham gap = 9.839 eV
LUMO energy = 0.92 eV

Cartesian coordinates (Å):
C: -2.2229 -0.0859 -0.1355
C: -0.8340 0.3370 0.3233
C: 0.2834 -0.6003 0.0015
C: 1.5961 0.1443 0.0602
O: 2.6229 -0.8143 -0.0464
H: -2.3356 -0.9174 -0.8404
H: -3.0976 0.1132 0.4927
H: -1.8112 0.8545 -0.6489
H: -0.5220 1.4379 -0.3735
H: -0.8700 0.7554 1.3204
H: 0.1419 -1.0368 -0.9981
H: 0.2992 -1.4332 0.7100
H: 1.6369 0.8885 -0.7535
H: 1.6515 0.7060 1.0097
H: 3.4613 -0.3488 -0.1215

---

x.
Entry from the Open Molecules 2025 dataset: a 2-piece molecular cluster, C4H10O overall (the ωB97M-V functional and the def2-TZVPD basis).

Computed properties:
HOMO = -11.20 eV
Kohn-Sham gap = 7.407 eV
LUMO energy = -3.80 eV

Cartesian coordinates (Å):
C: -0.3899 -1.5558 -0.0571
C: -0.0224 -0.4483 -1.0578
C: 0.5761 0.8510 -0.3678
C: 0.5240 0.9568 1.1952
O: -2.0340 0.7740 -0.2127
H: 0.3344 -1.6777 0.7506
H: -0.4272 -2.5444 -0.5060
H: -1.3491 -1.3077 0.3750
H: 0.6206 -0.7834 -1.8745
H: -0.9614 -0.0741 -1.5675
H: 1.6305 0.9925 -0.6182
H: 1.1609 0.3043 1.7868
H: 0.9678 1.9396 1.3911
H: -0.5318 0.9299 1.4253
H: -0.0985 1.6433 -0.6624

---

The least stable of them is x.

---

w.
Entry from the Open Molecules 2025 dataset: a 2-piece molecular cluster, C4H10O overall (the ωB97M-V functional and the def2-TZVPD basis).

Computed properties:
HOMO = -9.16 eV
Kohn-Sham gap = 9.971 eV
LUMO energy = 0.81 eV

Cartesian coordinates (Å):
C: 2.7658 -0.0464 1.1819
C: 2.5953 1.2959 1.4016
H: 2.0499 -0.8405 0.8157
H: 3.8136 -0.5157 1.2601
H: 1.8714 1.8112 1.9736
H: 3.4003 1.9735 1.0592
C: -2.2083 0.4085 -1.0885
C: -1.3984 -0.8674 -0.9893
O: -2.0387 -1.8307 -0.2598
H: -2.7451 0.7432 -0.2235
H: -1.5402 1.0998 -1.5170
H: -2.9693 0.4038 -1.8223
H: -0.3999 -0.7470 -0.5619
H: -1.1704 -1.1885 -1.9636
H: -2.0260 -1.6996 0.7339

---

x.
Entry from the Open Molecules 2025 dataset: an isolated molecule of C4H10O (the ωB97M-V functional and the def2-TZVPD basis).

Computed properties:
HOMO = -9.65 eV
Kohn-Sham gap = 10.796 eV
LUMO energy = 1.15 eV

Cartesian coordinates (Å):
C: -1.9457 0.5083 -0.4970
O: -0.7868 0.7129 0.2665
C: 0.2345 -0.2520 0.0399
C: 1.3409 0.3707 -0.8049
C: 0.7328 -0.7210 1.3985
H: -2.6265 1.3371 -0.2843
H: -2.4439 -0.4362 -0.2264
H: -1.7381 0.4924 -1.5785
H: -0.1931 -1.1134 -0.4979
H: 1.7636 1.2337 -0.2788
H: 0.9528 0.7166 -1.7691
H: 2.1455 -0.3486 -0.9962
H: 1.5151 -1.4804 1.2912
H: -0.0928 -1.1463 1.9776
H: 1.1417 0.1263 1.9593

---

y.
Entry from the Open Molecules 2025 dataset: a 2-piece molecular cluster, C4H10O overall (the ωB97M-V functional and the def2-TZVPD basis).

Computed properties:
HOMO = -9.47 eV
Kohn-Sham gap = 10.490 eV
LUMO energy = 1.02 eV

Cartesian coordinates (Å):
C: -1.9524 1.0608 -0.1429
C: -0.6303 1.0868 -0.1028
C: 0.2455 2.0899 -0.8234
C: 1.6568 1.6072 -1.1565
H: -2.5473 0.4321 0.4975
H: -2.4939 1.7636 -0.7658
H: -0.0250 0.3028 0.3502
H: -0.3246 2.3914 -1.7142
H: 0.2630 3.0378 -0.2717
H: 1.7658 1.5022 -2.2283
H: 2.3868 2.3402 -0.7940
H: 1.8804 0.7384 -0.5417
O: 0.2385 -6.0881 2.3365
H: -0.3529 -6.8475 2.4124
H: -0.1103 -5.4176 2.9448

---

The least stable of them is w.

---

w.
Entry from the Open Molecules 2025 dataset: a 2-piece molecular cluster, C4H7ClOS overall (the ωB97M-V functional and the def2-TZVPD basis).

Computed properties:
HOMO = -9.74 eV
Kohn-Sham gap = 9.483 eV
LUMO energy = -0.26 eV

Cartesian coordinates (Å):
C: -1.3823 -0.0771 1.0461
C: 2.3062 -0.3243 1.4054
C: 3.6130 -0.0592 0.6570
C: 2.3707 -0.7177 0.1721
O: -2.1651 -0.9359 -1.3019
S: -1.0531 -0.1690 -0.7436
Cl: -1.5171 1.9651 -0.9119
H: -0.6526 0.7087 1.3895
H: -0.8760 -0.9780 1.3158
H: -2.3911 -0.2764 1.3533
H: 1.9611 -0.5678 2.3090
H: 3.7948 0.9698 0.2101
H: 4.5060 -0.7633 0.9929
H: 1.8615 -1.2669 -0.5495

---

x.
Entry from the Open Molecules 2025 dataset: an isolated molecule of C4H7ClOS (the ωB97M-V functional and the def2-TZVPD basis).

Computed properties:
HOMO (alpha / beta) = -8.95 / -8.95 eV
Kohn-Sham gap (alpha / beta) = 8.020 / 8.019 eV
LUMO energy (alpha / beta) = -0.93 / -0.93 eV

Cartesian coordinates (Å):
C: -1.4397 -0.6054 -1.5613
S: -1.1465 -1.6387 -0.3138
O: -2.3604 -2.0950 0.3125
Cl: 0.1943 -3.4194 -0.3081
C: -0.0354 -0.4441 0.9738
C: 1.2886 0.0564 0.5774
C: 0.2500 1.0913 0.7456
H: -2.3305 -0.6172 -2.0358
H: -0.7077 0.0530 -1.9704
H: -0.0524 -1.0237 1.9347
H: 1.7236 -0.1001 -0.4589
H: 2.0678 0.0502 1.3762
H: 0.2577 1.7429 1.6043
H: -0.3790 1.3682 -0.0708

---

The least stable of them is x.